Here is a structure of composition C22H55ClP2PrSi in a non-equilibrium geometry from the OMol25 dataset. Energies are from ωB97M-V/def2-TZVPD.

Structure (ORCA input):
```
! RIJCOSX wB97M-V def2-TZVPD def2/J DEFGRID3
* xyz -1 3
Pr 0.154 0.475 -0.297
Cl 1.089 2.698 -1.805
P 2.065 1.299 1.337
C 2.020 3.085 1.483
C 1.868 0.513 2.879
C 3.554 0.862 0.387
C 0.664 3.819 1.447
H 2.589 3.435 0.585
C 2.766 3.462 2.730
H 2.127 3.390 3.634
H 3.074 4.538 2.655
H 3.682 2.885 2.906
H 0.330 4.013 0.407
H 0.775 4.796 1.946
H -0.130 3.260 1.970
H 3.496 1.530 -0.510
C 3.676 -0.573 -0.137
C 4.768 1.242 1.204
H 4.945 2.329 1.215
H 5.674 0.779 0.740
H 4.712 0.870 2.234
H 2.698 -1.090 -0.242
H 4.319 -1.196 0.522
H 4.148 -0.558 -1.145
C 0.515 0.793 3.539
H 2.636 1.060 3.422
C 2.207 -0.964 2.943
H 0.385 1.861 3.796
H 0.431 0.212 4.475
H -0.339 0.492 2.884
H 1.678 -1.565 2.155
H 1.902 -1.377 3.915
H 3.295 -1.147 2.831
H -0.784 1.982 0.223
H 1.457 -0.103 -1.476
P -1.505 0.312 -2.414
C -0.559 0.468 -3.924
C -2.377 -1.193 -2.331
C -2.487 1.830 -2.213
C 0.872 -0.097 -3.999
H -0.464 1.577 -4.058
C -1.387 -0.102 -5.040
H -1.292 -1.205 -5.106
H -1.006 0.300 -6.014
H -2.454 0.152 -4.991
H 1.611 0.584 -3.532
H 1.155 -0.210 -5.061
H 0.957 -1.089 -3.520
H -1.737 2.647 -2.374
C -3.136 2.095 -0.846
C -3.514 1.879 -3.317
H -3.072 2.115 -4.296
H -4.242 2.699 -3.092
H -4.094 0.951 -3.390
H -2.716 1.475 -0.028
H -4.233 1.910 -0.878
H -2.987 3.160 -0.567
C -1.465 -2.424 -2.349
H -2.878 -1.120 -3.288
C -3.428 -1.317 -1.242
H -1.055 -2.626 -3.364
H -2.031 -3.319 -2.039
H -0.590 -2.323 -1.658
H -3.013 -1.215 -0.214
H -3.896 -2.321 -1.301
H -4.234 -0.570 -1.362
C -0.079 -4.262 0.998
Si -0.887 -2.893 2.021
C -2.741 -3.281 2.125
C -0.293 -3.053 3.778
C -0.770 -1.264 1.155
H -0.249 -5.220 1.501
H 0.983 -4.070 0.922
H -0.532 -4.295 0.006
H -2.872 -4.241 2.611
H -3.218 -2.501 2.710
H -3.165 -3.309 1.125
H 0.801 -3.126 3.807
H -0.653 -2.222 4.378
H -0.679 -3.988 4.187
H -1.203 -1.748 0.096
H -1.631 -0.657 1.537
*
```

Output
HOMO energy (spin up / spin down) (Ha): -0.102 / -0.098
Gap between HOMO and LUMO (spin up / spin down) (eV): 5.4 / 5.3
E_LUMO (spin up / spin down) (eV): 2.63 / 2.63
Expectation value of S²: 2.0050


Here is a structure of composition C9H16InN2PS in a non-equilibrium geometry from the OMol25 dataset. Energies are from ωB97M-V/def2-TZVPD.

Structure (ORCA input):
```
! RIJCOSX wB97M-V def2-TZVPD def2/J DEFGRID3
* xyz 0 1
C -2.433 -2.238 -2.217
C -1.064 -2.194 -2.683
C -0.233 -2.743 -1.645
C -1.102 -3.210 -0.565
C -2.454 -2.890 -0.921
In -1.206 -0.808 -0.714
P -2.713 0.941 -0.487
H -3.301 -1.875 -2.761
H -0.718 -1.806 -3.648
H 0.851 -2.819 -1.666
H -3.339 -3.106 -0.319
H -0.778 -3.695 0.360
H -3.833 0.716 0.288
H -3.269 1.455 -1.644
H -2.130 2.042 0.101
S 0.710 -1.485 0.658
C 1.269 0.146 0.851
N 2.513 0.423 0.496
C 3.186 1.691 0.882
C 2.350 2.420 1.923
C 0.888 2.450 1.511
N 0.465 1.031 1.451
H 3.088 -0.233 -0.079
H 3.304 2.289 -0.032
H 4.174 1.484 1.296
H 2.729 3.436 2.047
H 2.424 1.912 2.893
H 0.799 2.876 0.508
H 0.257 3.005 2.204
H -0.433 0.784 1.913
*
```

Output
HOMO energy (spin up / spin down) (Ha): -0.149 / -0.141
Gap between HOMO and LUMO (spin up / spin down) (eV): 4.2 / 4.3
E_LUMO (spin up / spin down) (eV): 0.17 / 0.43


| no. | total energy (Eh) |
| --- | --- |
| 1 | -2820.4660 |
| 2 | -1391.4832 |